Here is a cluster of 10 separate species, C10H30N10O20 in total at a distorted geometry from the OMol25 dataset. Energies are from ωB97M-V/def2-TZVPD.

```
70
Properties=species:S:1:pos:R:3:forces:R:3
C 3.00095 -0.84173 -3.08999 -0.708 0.705 -0.015
N 4.20040 -1.66096 -3.35442 -1.147 0.030 -0.216
O 5.18416 -1.44367 -2.69650 1.003 -0.062 0.470
O 4.07919 -2.50170 -4.21160 0.381 -0.348 -0.225
H 3.25893 0.02950 -2.46125 -0.044 -0.433 -0.680
H 2.27588 -1.44540 -2.54330 0.211 -0.227 -0.046
H 2.55937 -0.63712 -4.08096 0.255 0.238 0.620
C -4.15060 -1.70970 4.01959 0.663 0.694 -0.354
N -2.82453 -2.14136 3.46761 -0.354 -2.103 0.691
O -2.52146 -3.32830 3.60503 -0.093 1.096 -0.233
O -2.12382 -1.31267 2.94529 0.383 0.462 -0.315
H -4.49845 -0.96067 3.27563 -0.163 -0.492 0.927
H -3.86009 -1.26080 4.98421 -0.494 0.017 -0.406
H -4.78382 -2.58555 4.13888 0.147 0.231 -0.065
C 0.60130 -0.34296 -0.01769 -1.206 -0.645 0.075
N -0.81980 0.18503 0.00292 0.608 1.631 0.108
O -1.75934 -0.55953 -0.01377 -0.166 -0.923 -0.032
O -0.95765 1.40927 0.03448 0.369 -0.469 -0.027
H 0.79100 -0.82448 0.94736 -0.024 0.381 -0.155
H 1.24933 0.46882 -0.26518 0.336 0.349 0.115
H 0.58435 -1.10857 -0.77821 0.113 -0.232 -0.216
C 0.81349 -4.67019 0.15027 -0.488 0.947 0.438
N 0.92771 -4.60498 -1.33435 -0.702 -0.041 1.537
O 0.24620 -3.80718 -1.92741 -0.206 0.665 -0.559
O 1.66445 -5.41470 -1.80415 1.043 -0.769 -1.173
H -0.08382 -4.08992 0.46106 0.651 -0.619 -0.218
H 1.71301 -4.18953 0.55069 -0.229 -0.247 -0.118
H 0.78627 -5.72623 0.39840 -0.094 0.112 0.162
C -1.94051 4.30867 -1.59523 -0.294 0.504 0.049
N -0.77996 5.10464 -1.14897 0.132 0.207 1.644
O 0.32492 4.64256 -1.32561 0.494 -0.264 -0.684
O -0.98492 6.09965 -0.48478 -0.200 0.216 -0.350
H -1.88833 4.33554 -2.68827 -0.365 -0.310 0.279
H -2.82200 4.80308 -1.16008 0.294 -0.298 -0.535
H -1.78406 3.32306 -1.16223 -0.069 -0.150 -0.331
C -3.02661 1.76566 2.18544 0.098 0.159 -0.707
N -4.22655 2.05304 3.00106 0.366 1.284 -0.912
O -5.06133 1.18811 3.08148 -0.537 -0.204 0.561
O -4.33006 3.20872 3.38560 -0.239 -0.639 0.388
H -3.00629 0.70289 1.99844 0.306 -0.158 0.186
H -2.14880 2.17711 2.69819 -0.311 -0.206 -0.328
H -3.21177 2.25224 1.20495 0.262 -0.081 0.764
C 1.14100 3.27536 -3.96460 0.412 0.290 1.204
N 1.08535 2.15638 -2.99920 -0.710 -0.819 -0.039
O 1.95517 2.06088 -2.16589 0.015 0.055 0.132
O 0.18729 1.33749 -3.18125 0.505 0.390 0.387
H 1.57905 4.13086 -3.42724 -0.442 -0.289 -0.391
H 0.12629 3.39096 -4.31863 0.162 0.266 -0.355
H 1.85286 2.89695 -4.67093 0.114 0.120 -0.865
C 5.33989 -2.42249 0.16240 0.417 -0.384 0.123
N 4.01598 -1.79662 -0.10025 -0.752 -1.066 0.789
O 3.90163 -0.61693 0.06068 0.158 0.722 -0.208
O 3.05604 -2.55111 -0.30580 0.859 0.330 -0.261
H 5.44068 -2.49905 1.25482 -0.383 -0.337 -0.358
H 6.13162 -1.75669 -0.13016 -0.007 0.419 -0.454
H 5.42349 -3.37738 -0.37383 -0.260 0.377 0.415
C -3.50147 -3.18871 0.30548 -0.173 -0.507 -0.737
N -4.69371 -2.63479 0.99989 -0.067 -0.460 -0.507
O -5.02014 -1.51070 0.68277 -0.207 -0.016 0.296
O -5.22327 -3.32691 1.84836 -0.162 0.231 -0.101
H -3.59284 -2.99527 -0.78470 -0.029 -0.026 0.849
H -3.40697 -4.27051 0.51703 -0.048 0.828 0.065
H -2.71676 -2.57022 0.70872 0.649 -0.151 -0.075
C 1.98874 4.19985 1.79883 1.363 0.025 -1.036
N 2.70879 2.90207 1.51872 0.167 0.508 -0.096
O 2.06652 1.87837 1.59994 -0.012 -0.154 0.173
O 3.86699 2.98034 1.16133 -0.174 -0.064 0.222
H 2.10358 4.72770 0.83706 -0.386 -0.026 0.495
H 2.53559 4.76460 2.56532 -0.333 -0.426 -0.119
H 0.98225 3.92586 2.00846 -0.658 0.151 0.335
```
Forces are in eV/Å.

HOMO in eV: -11.02
Frontier orbital gap in eV: 10.79
E_LUMO in eV: -0.23
ΔE to the lowest compared entry with this formula, charge and spin in eV: 0.576
Net charge: 0
Multiplicity: 1

Here is a structure of composition C10H30NO8Pd at a distorted geometry from the OMol25 dataset. Energies are from ωB97M-V/def2-TZVPD.

```
50
Properties=species:S:1:pos:R:3:forces:R:3
Pd 1.58219 1.23640 -1.76258 -0.286 0.200 0.283
O 1.44168 0.07325 -0.05376 0.103 -0.012 -0.853
H 0.99736 -0.11009 0.78579 -0.151 0.224 -0.051
C -3.05362 1.39029 2.91367 -0.110 -1.468 -0.314
C -2.03395 0.60271 2.06131 -0.089 0.965 0.503
C -2.73402 -0.06662 0.89677 -0.635 -0.184 -0.126
O -3.76748 -0.94327 1.33049 0.859 0.076 -0.300
C -4.33018 -1.60792 0.20626 -0.749 0.449 1.010
N -1.10194 1.61233 1.55792 0.750 0.399 -0.701
H -3.61550 2.07151 2.27569 0.310 0.329 0.025
H -2.55444 1.87924 3.74614 -0.145 0.161 0.016
H -3.79968 0.67996 3.27326 0.093 0.101 0.322
H -1.48127 -0.15039 2.63151 -0.392 -0.097 0.313
H -2.02910 -0.64623 0.28802 0.203 0.047 -0.014
H -3.18799 0.69814 0.25544 0.198 0.177 -0.075
H -5.03536 -2.31373 0.64265 0.169 -0.303 -0.299
H -3.56890 -2.09050 -0.40992 -0.025 -0.106 -0.028
H -4.92937 -0.89241 -0.36705 0.217 -0.038 -0.324
H -0.15795 1.30587 1.36100 -0.162 -0.398 -0.147
H -0.92858 2.37723 2.19706 -0.534 0.003 0.164
C 3.10862 -2.81835 0.78867 0.355 1.076 -0.152
C 2.72568 -3.36720 -0.57721 0.052 0.262 0.146
O 1.39694 -2.95497 -0.90750 -0.025 -0.248 -0.335
O 3.53293 -1.42786 0.73623 -0.058 -0.022 -0.274
H 3.99292 -3.28299 1.22289 -0.225 -0.384 -0.059
H 2.25776 -2.86995 1.47066 0.022 -0.406 0.055
H 2.74129 -4.45378 -0.65012 -0.171 -0.021 0.413
H 3.45987 -3.03408 -1.31871 -0.078 0.247 -0.013
H 1.31597 -2.00715 -0.77811 0.170 0.211 0.057
H 2.90050 -0.81524 0.30538 0.164 -0.743 0.212
C 2.62075 4.09558 1.21673 -0.353 -0.148 0.476
C 3.10408 2.86362 0.45868 -0.270 0.397 0.341
O 2.79740 2.99851 -0.94896 -0.449 -0.725 0.006
O 1.23327 4.23953 0.92216 0.146 -0.040 -0.350
H 3.17791 5.01148 0.99954 0.080 -0.077 -0.216
H 2.66495 3.91382 2.29486 0.695 -0.155 -0.046
H 2.51846 2.03289 0.84420 0.070 -0.144 -0.283
H 4.16270 2.61260 0.52032 -0.001 0.287 0.479
H 3.34621 3.70555 -1.30772 -0.137 -0.129 -0.338
H 0.87866 4.92110 1.50088 -0.076 0.027 -0.067
C -0.86321 -0.76368 -2.42716 -1.748 -1.606 -1.644
C -0.94524 -2.15219 -3.09415 0.632 -0.268 1.135
O -1.73375 -2.16276 -4.26056 0.296 0.302 -0.028
O 0.10444 0.07825 -3.06313 0.966 0.478 0.991
H -0.70347 -0.93662 -1.37118 0.521 0.694 0.076
H -1.84909 -0.34296 -2.64534 0.028 0.333 0.636
H -1.33272 -2.85666 -2.35216 -0.220 0.176 0.088
H 0.07756 -2.52293 -3.23105 -0.013 0.094 -0.530
H -2.40162 -2.84364 -4.15660 -0.066 0.011 -0.192
H -0.00169 0.03432 -4.02119 0.070 -0.006 0.013
```
Forces are in eV/Å.

HOMO (alpha / beta) in eV: -12.05 / -12.04
Frontier orbital gap (alpha / beta) in eV: 8.09 / 4.65
E_LUMO (alpha / beta) in eV: -3.96 / -7.40
Net charge: +1
Multiplicity: 3
<S²>: 2.01

Here is a cluster of 5 separate species, C10H30O10 in total at a distorted geometry from the OMol25 dataset. Energies are from ωB97M-V/def2-TZVPD.

```
50
Properties=species:S:1:pos:R:3:forces:R:3
O -0.65316 -3.23810 0.16723 -0.261 0.600 -0.053
C -0.82435 -1.81483 -0.11071 -0.157 -1.643 0.315
C -2.19281 -1.63243 -0.73976 0.388 0.114 -1.022
O -2.16641 -1.78901 -2.18857 0.023 -0.183 0.784
H 0.29388 -3.41068 0.24152 -0.039 0.086 -0.252
H -0.76400 -1.27603 0.84278 0.203 0.230 -0.303
H -0.04512 -1.56373 -0.82776 -0.051 0.684 0.130
H -2.52731 -0.60469 -0.57470 -0.090 -0.223 0.043
H -2.89811 -2.35235 -0.31871 -0.002 0.169 0.203
H -1.95216 -2.71575 -2.37392 -0.038 0.275 0.103
O 2.64402 -0.95176 1.22752 0.687 -0.193 0.057
C 2.95975 -2.35009 1.36494 -1.177 0.704 -0.099
C 3.31334 -2.96235 0.02422 0.566 -0.251 0.682
O 2.23496 -2.90114 -0.87906 -0.151 -0.134 -0.182
H 3.46258 -0.43548 1.28574 -0.247 -0.100 -0.080
H 3.68624 -2.53361 2.15751 0.257 0.016 -0.164
H 1.99991 -2.76554 1.70095 0.256 -0.249 -0.024
H 3.54216 -4.02047 0.20605 -0.130 0.095 -0.249
H 4.23006 -2.50497 -0.37115 -0.170 0.058 -0.102
H 2.10394 -1.99583 -1.18489 0.185 0.014 0.202
O -2.28962 3.34718 -2.68795 0.321 0.074 -0.049
C -3.61104 3.02655 -2.24995 0.871 0.836 0.611
C -3.85657 1.57148 -2.36704 -0.898 -0.745 -0.854
O -3.79844 1.27990 -3.77889 0.110 0.152 0.327
H -2.02542 2.75134 -3.40224 -0.431 0.063 -0.066
H -3.64561 3.34603 -1.20121 -0.092 -0.181 -0.101
H -4.33767 3.63713 -2.78544 -0.124 -0.206 -0.260
H -4.85667 1.32863 -1.98367 0.121 0.004 0.059
H -3.11598 0.99202 -1.81893 0.153 0.032 0.015
H -3.85577 0.33367 -3.93929 0.089 -0.062 0.233
O 1.99747 0.36497 4.47394 -0.181 -0.211 0.248
C 0.71867 -0.22876 4.23339 0.347 -0.137 -0.149
C -0.12201 0.76806 3.47318 0.163 -0.146 0.501
O 0.55983 1.25699 2.34880 0.163 0.279 -0.198
H 2.45990 -0.23409 5.06957 0.155 0.228 -0.083
H 0.84537 -1.13390 3.62410 -0.037 0.048 0.102
H 0.23586 -0.47669 5.18267 -0.109 -0.093 -0.043
H -0.38393 1.59282 4.14639 -0.204 -0.042 -0.069
H -1.01429 0.24004 3.14517 -0.225 0.220 -0.114
H 1.32623 1.73454 2.69973 -0.074 -0.093 -0.273
O 2.54395 1.77656 0.01626 -0.256 -0.794 1.083
C 2.05822 1.54792 -1.26713 0.406 0.134 -1.102
C 0.58421 1.81630 -1.40245 -0.344 -0.150 -0.072
O 0.39709 3.20659 -1.49987 -0.185 0.344 -0.136
H 2.05000 1.11411 0.53982 0.366 0.550 0.251
H 2.59757 2.22876 -1.92821 -0.092 0.032 -0.085
H 2.30674 0.53338 -1.61704 -0.148 -0.110 0.120
H 0.06049 1.40186 -0.52363 0.046 0.028 -0.072
H 0.20634 1.28916 -2.28882 -0.015 0.050 -0.054
H -0.48231 3.40628 -1.86048 0.050 -0.171 0.241
```
Forces are in eV/Å.

HOMO in eV: -9.57
Frontier orbital gap in eV: 10.05
E_LUMO in eV: 0.47
ΔE to the lowest compared entry with this formula, charge and spin in eV: 0.323
Net charge: 0
Multiplicity: 1

Here is a cluster of 5 separate species, C10H30O10 in total at a distorted geometry from the OMol25 dataset. Energies are from ωB97M-V/def2-TZVPD.

```
50
Properties=species:S:1:pos:R:3:forces:R:3
O -1.07202 -4.43794 5.87359 -0.065 -0.575 -0.645
C -0.69816 -3.98873 4.56674 -0.065 2.323 1.077
C -0.76490 -2.44942 4.71189 -0.654 -0.288 0.520
O -0.19394 -1.81400 3.56738 -0.279 0.381 0.623
H -1.76432 -5.09867 5.77717 0.111 -0.032 0.120
H 0.34082 -4.21343 4.32786 -0.082 -0.559 -0.074
H -1.39809 -4.25695 3.77838 0.124 -0.448 -0.010
H -0.34473 -2.08398 5.65877 0.950 -0.549 -0.244
H -1.79642 -2.12411 4.92020 -0.250 -0.310 -0.862
H -0.26583 -0.88571 3.82483 0.304 0.042 -0.594
O -0.38481 0.23950 0.31640 -0.463 0.386 -0.435
C 0.46832 -0.45178 -0.59387 0.917 -0.157 1.189
C 1.03411 -1.68143 0.10168 -0.587 -0.255 0.683
O 1.93956 -1.41179 1.19223 0.303 0.777 -0.788
H -0.03492 0.23179 1.21142 0.358 -0.154 -0.105
H -0.09408 -0.74108 -1.47930 -0.280 -0.046 0.163
H 1.28227 0.20163 -0.92550 0.005 -0.025 0.001
H 1.46496 -2.33421 -0.66336 0.120 -0.171 0.335
H 0.22278 -2.13096 0.68445 -0.500 -0.486 -1.155
H 1.66480 -1.99725 1.90036 0.063 0.067 0.265
O 3.95801 3.95402 1.66588 -0.308 -0.212 0.218
C 2.77333 3.36824 1.07905 1.397 1.472 0.016
C 3.14208 2.13051 0.30472 -1.100 -0.636 0.032
O 3.63247 1.09813 1.13634 0.268 0.088 0.092
H 3.94206 3.75498 2.60436 0.245 -0.082 -0.009
H 2.03526 3.23500 1.87288 -0.187 -0.415 -0.258
H 2.44666 4.17949 0.42024 -0.485 -0.438 -0.219
H 3.86857 2.30403 -0.48795 0.242 0.333 0.301
H 2.23305 1.79940 -0.21935 -0.002 0.027 0.011
H 2.90660 0.58314 1.50693 0.015 -0.123 -0.229
O -0.25718 1.10200 -4.43549 -0.115 0.636 -0.255
C 1.01925 0.61501 -4.79931 -0.186 -1.256 0.206
C 0.90692 -0.91535 -4.85892 -0.099 -0.825 -0.907
O 0.41830 -1.40254 -6.12220 -0.028 0.670 -0.197
H -0.32258 1.39310 -3.52089 0.083 -0.076 0.029
H 1.26640 0.96716 -5.80321 -0.053 0.109 0.035
H 1.84471 0.89454 -4.14006 -0.220 0.219 0.226
H 0.16632 -1.30466 -4.15236 0.439 0.421 0.653
H 1.85617 -1.44967 -4.76168 0.026 0.302 0.320
H -0.34142 -0.84991 -6.34995 0.021 -0.193 -0.026
O -5.08628 2.39888 -1.92661 0.932 0.216 -0.234
C -4.30058 2.10143 -0.76668 -1.629 -0.284 1.005
C -3.19302 1.07831 -0.89432 0.572 1.093 -0.630
O -1.98019 1.63099 -1.46200 -0.427 -0.419 0.094
H -5.67596 1.65543 -2.07121 0.016 -0.013 -0.072
H -4.01262 3.02617 -0.26722 0.387 0.151 -0.533
H -5.05520 1.68658 -0.08132 0.416 -0.272 0.409
H -3.62184 0.28250 -1.51252 0.479 -0.290 0.039
H -2.84579 0.73458 0.07909 -0.851 -0.396 0.207
H -1.32887 1.37703 -0.78755 0.123 0.269 -0.386
```
Forces are in eV/Å.

HOMO in eV: -9.94
Frontier orbital gap in eV: 9.85
E_LUMO in eV: -0.09
ΔE to the lowest compared entry with this formula, charge and spin in eV: 1.688
Net charge: 0
Multiplicity: 1

Look up the multiplicity of the fourth one.
1